A 3-piece molecular cluster, C4H9N overall, computed with ωB97M-V/def2-TZVPD.

```
! RIJCOSX wB97M-V def2-TZVPD def2/J DEFGRID3
* xyz 0 1
C 2.473 1.927 -0.720
C -0.589 -0.199 -0.784
C -1.676 0.029 1.460
C -0.668 0.432 0.452
N 2.505 1.084 -1.456
H 2.224 2.676 -0.014
H -3.415 3.665 -1.018
H 0.097 -0.034 -1.536
H -4.059 3.763 -1.410
H -1.293 -1.029 -1.008
H -2.226 -0.756 1.237
H -2.241 0.928 1.636
H -1.068 -0.116 2.362
H 0.123 1.174 0.733
*
```

Values from the calculation:
structure (SMILES): [H][H].C=CC.C#N

One molecule with the formula CH2O3, computed with ωB97M-V/def2-TZVPD.

```
! RIJCOSX wB97M-V def2-TZVPD def2/J DEFGRID3
* xyz 0 1
C -0.891 -0.288 0.015
O -2.035 -0.163 -0.205
O 1.331 0.096 -0.231
O -0.051 0.762 0.186
H -0.211 -1.257 0.114
H 1.856 0.850 0.120
*
```

Values from the calculation:
structure (SMILES): O=COO

One molecule with the formula C6H8ClNO3, computed with ωB97M-V/def2-TZVPD.

```
! RIJCOSX wB97M-V def2-TZVPD def2/J DEFGRID3
* xyz 0 1
C -0.913 -0.888 1.922
C -1.663 -0.309 1.066
C -1.821 -0.732 -0.361
C -0.467 -0.685 -1.025
C 0.211 0.685 -1.105
C 0.820 1.024 0.192
N 2.047 0.742 0.541
O -0.516 -1.415 2.859
O 2.618 -0.218 -0.183
O 2.749 1.196 1.460
Cl 0.007 2.266 1.182
H 3.551 -0.426 0.052
H -2.117 0.670 1.080
H -2.395 -1.602 -0.578
H -2.350 0.166 -0.950
H 0.280 -1.325 -0.638
H -0.734 -1.025 -2.112
H 1.093 0.461 -1.761
H -0.398 1.413 -1.642
*
```

Values from the calculation:
structure (SMILES): O=C=CCCC/C(Cl)=[N+](/[O-])O

An isolated ion of composition C3H4FO2 and charge -1, computed with ωB97M-V/def2-TZVPD.

```
! RIJCOSX wB97M-V def2-TZVPD def2/J DEFGRID3
* xyz -1 1
C 1.232 2.160 0.100
C 1.658 -0.439 -0.132
C 0.504 0.785 -0.311
O 1.248 2.337 1.303
O 1.811 2.760 -0.770
F -0.094 0.662 -1.605
H 2.565 0.093 -0.267
H 1.582 -0.949 0.761
H 1.451 -1.280 -0.898
H -0.324 0.721 0.351
*
```

Values from the calculation:
structure (SMILES): C[C@H](F)C(=O)[O-]

For the records above, the corresponding HOMO energy values read -9.21 -11.25 -8.55 -4.06 eV.
For the records above, the corresponding calculated total energy values read -212.444396 -264.904346 -973.888549 -367.095603 hartree.
For the records above, the corresponding energy above the lowest of the compared OMol25 structures with the same formula, charge and spin values read 2.905 4.132 4.481 0.334 eV.